{"formula": "H6O3", "method": "ωB97M-V with the def2-TZVPD basis set", "homo_lumo_gap_ev": [12.2, 3.6], "total_charge": 1, "molar_mass_g_mol": 54.045, "multiplicity": 2, "energy_ev": -6228.39552, "species": ["O", "H", "H", "O", "H", "H", "O", "H", "H"], "positions_angstrom": [[-2.1611, -0.8075, -1.0023], [-2.7491, -0.1294, -0.6696], [-1.3427, -0.3463, -1.1861], [0.0413, 0.9666, -0.7980], [0.5642, 1.1355, -0.0143], [0.6484, 1.1023, -1.5255], [1.7062, -0.7325, 1.3544], [2.1131, -0.0059, 1.8263], [1.1797, -1.1828, 2.0149]]}

=====

{"formula": "H6O3Si2", "method": "ωB97M-V with the def2-TZVPD basis set", "homo_lumo_gap_ev": [6.2, 5.6], "total_charge": 0, "molar_mass_g_mol": 110.217, "multiplicity": 3, "energy_ev": -21990.65849, "species": ["O", "O", "O", "Si", "Si", "H", "H", "H", "H", "H", "H"], "positions_angstrom": [[-1.2442, 0.2116, -0.1898], [2.1190, -0.1151, -0.3741], [4.8538, -0.9907, 0.0442], [-2.7745, 0.0005, -0.0732], [3.6120, 0.0076, -0.2165], [-0.3356, -0.0842, -0.1349], [-3.2675, 0.8600, 1.0377], [5.0990, -1.9590, -0.1487], [-3.4869, -1.2569, 0.1389], [-3.3778, 0.6306, -1.2414], [4.4812, 1.0554, 0.2519]]}

=====

{"formula": "H6Si3", "method": "ωB97M-V with the def2-TZVPD basis set", "homo_lumo_gap_ev": 7.5, "total_charge": 0, "molar_mass_g_mol": 90.306, "energy_ev": -23726.31037, "species": ["Si", "Si", "Si", "H", "H", "H", "H", "H", "H"], "positions_angstrom": [[0.8846, -0.5509, 2.2281], [-0.7642, -0.4374, -0.6664], [1.2298, 0.2548, 0.1919], [0.3991, 0.8457, 2.5373], [-1.6799, 0.6630, -0.9192], [-1.7159, -1.4085, -0.0476], [-0.4038, -1.0857, -1.9463], [1.3771, 1.8597, -0.1433], [2.3835, -0.2253, -0.7090]]}

=====

{"formula": "H7N3", "method": "ωB97M-V with the def2-TZVPD basis set", "homo_lumo_gap_ev": 9.7, "smiles": "NN.N", "total_charge": 0, "molar_mass_g_mol": 49.077, "energy_ev": -4582.68932, "species": ["N", "N", "H", "H", "H", "H", "N", "H", "H", "H"], "positions_angstrom": [[-1.3518, 0.7988, -0.1898], [-1.7402, -0.5870, 0.1397], [-2.0151, 1.3611, 0.3407], [-0.4657, 0.9060, 0.3028], [-1.3206, -1.1613, -0.5844], [-2.7442, -0.6384, -0.0794], [2.4539, 0.1243, -0.0253], [2.3927, -0.1362, 0.9677], [1.5935, -0.2094, -0.4445], [3.1975, -0.4580, -0.4276]]}

=====

{"formula": "H7NO3Si2", "method": "ωB97M-V with the def2-TZVPD basis set", "homo_lumo_gap_ev": 10.1, "total_charge": 0, "molar_mass_g_mol": 125.232, "energy_ev": -23504.89543, "species": ["N", "O", "O", "O", "Si", "Si", "H", "H", "H", "H", "H", "H", "H"], "positions_angstrom": [[1.2902, 1.5057, -0.0571], [-2.4723, 0.6407, -1.0717], [1.6987, -1.0451, -1.1007], [-0.3632, -0.4618, 0.1670], [-1.9440, -0.2969, 0.1507], [1.2227, -0.2113, 0.1829], [2.2035, 1.9100, -0.3177], [0.6186, 1.9967, 0.4754], [-1.7683, 0.7422, -1.6839], [1.3783, -1.9068, -1.3362], [-2.4780, -1.4487, -0.4308], [-2.5520, -0.1332, 1.3754], [2.0952, -0.3394, 1.9422]]}

=====

{"formula": "H80O40", "method": "ωB97M-V with the def2-TZVPD basis set", "homo_lumo_gap_ev": 9.7, "total_charge": 0, "molar_mass_g_mol": 720.600, "energy_ev": -83196.14258, "species": ["H", "H", "O", "H", "H", "O", "H", "H", "O", "H", "H", "O", "H", "H", "O", "H", "O", "H", "O", "H", "H", "O", "H", "H", "O", "H", "H", "O", "H", "H", "O", "H", "O", "H", "H", "O", "H", "H", "O", "H", "H", "O", "H", "H", "O", "H", "H", "O", "H", "H", "O", "H", "O", "H", "H", "O", "H", "O", "H", "H", "O", "H", "H", "O", "H", "H", "O", "H", "H", "O", "H", "H", "O", "H", "H", "O", "H", "H", "O", "H", "H", "O", "H", "H", "O", "H", "H", "O", "H", "O", "H", "H", "O", "H", "H", "H", "H", "H", "H", "O", "H", "H", "O", "H", "H", "O", "H", "H", "O", "H", "H", "O", "H", "H", "O", "H", "H", "O", "H", "H"], "positions_angstrom": [[-2.4393, -2.4650, 0.0038], [-3.0616, -3.4134, -0.8621], [-2.9510, -3.2666, 0.0968], [-1.4269, -6.1799, 0.7459], [-1.1292, -5.4736, 2.0577], [-1.7507, -5.4904, 1.3273], [-0.6708, -2.5127, -2.7268], [-1.2663, -1.1677, -3.0273], [-1.0813, -1.7439, -2.2689], [0.0317, 3.9687, 3.2924], [-1.3027, 4.4163, 3.2920], [-0.4415, 4.8192, 3.3894], [-1.1101, 0.5428, 1.8077], [-0.8177, 1.5785, 0.9088], [-1.0858, 0.6289, 0.8311], [3.3304, -0.5468, -2.8199], [2.8860, -1.4011, -2.6444], [3.3546, -0.8866, 5.5303], [2.5851, -1.3538, 5.8691], [0.5276, -1.2583, -4.2348], [0.5614, -0.0380, -5.1681], [0.5080, -0.2949, -4.2493], [3.6856, -3.6915, 1.9034], [2.1424, -3.2361, 1.7460], [2.9340, -3.2604, 2.3160], [-3.1607, -1.0548, -3.8289], [-2.4067, -0.4102, -5.1799], [-2.9355, -1.0963, -4.7743], [-6.2450, 1.7580, -1.9289], [-5.2816, 1.6839, -0.6840], [-5.5939, 1.2234, -1.4874], [-0.9966, 2.1524, -0.7235], [-0.2492, 2.2700, -1.2883], [4.8764, -1.9776, 0.1600], [4.5471, -2.5130, -1.4022], [4.6118, -2.6526, -0.4614], [-5.0217, -0.9457, -0.5703], [-4.1673, -2.1715, -0.2050], [-5.1166, -1.8280, -0.2139], [-0.0732, -3.2415, 1.4683], [-1.1820, -2.1047, 1.8482], [-0.4613, -2.3877, 1.2970], [3.8848, 1.8425, -2.8322], [2.2993, 1.9179, -2.6069], [3.0641, 1.3536, -2.7180], [1.3620, -0.7735, -0.7146], [0.1579, -0.5667, -1.7962], [0.9478, -0.1494, -1.3778], [-0.4779, -1.6507, 4.7301], [-1.9199, -1.4960, 4.2579], [-1.0400, -1.7121, 3.9504], [-2.7650, 3.3884, 0.8957], [-2.6699, 2.7596, 1.6042], [1.9607, 1.7698, 3.1330], [0.9448, 2.7623, 3.1454], [1.4404, 2.2631, 3.7988], [2.5388, -1.3333, 4.0979], [2.9672, -0.8767, 3.3563], [6.2926, 1.7844, -1.7463], [5.9537, 3.3691, -1.5197], [6.1287, 2.4969, -1.1639], [-0.7798, -4.9233, -3.5504], [-0.0141, -5.3795, -2.2192], [-0.1220, -4.6952, -2.8714], [-2.7012, -3.0356, -4.2588], [-2.0116, -3.1525, -5.5273], [-1.9150, -3.4382, -4.6231], [0.2473, 5.1833, -2.0867], [0.7021, 5.6548, -3.5371], [0.0662, 5.1566, -3.0277], [0.0069, 1.7747, -5.1318], [-1.4118, 2.1509, -5.1435], [-0.7010, 1.9062, -5.7744], [-5.8809, -1.1975, 2.0045], [-4.3776, -1.2675, 2.5540], [-5.3155, -1.0408, 2.7681], [1.0467, -2.6629, -0.3798], [1.7769, -3.9335, -0.9176], [1.5424, -3.4402, -0.1188], [0.5279, 6.7242, 0.1379], [0.4244, 5.2274, -0.1011], [0.8133, 6.0418, -0.4814], [-2.8081, 2.4745, -3.7470], [-1.5430, 3.0290, -2.9001], [-1.9648, 2.2994, -3.3207], [4.8543, 4.7211, -0.6522], [3.7351, 5.6079, -0.7397], [4.2197, 5.0140, -1.3176], [5.8219, -0.0885, 2.7132], [5.5111, 0.0746, 3.6049], [-4.5504, -0.8260, -2.8420], [-3.7257, -0.2189, -1.7240], [-3.7412, -0.9696, -2.3355], [-3.3182, 2.4650, 2.2231], [1.9677, -1.1296, -2.4400], [3.3321, -1.7924, 3.0381], [2.0919, -0.9174, 6.5642], [0.1612, 1.3744, -1.2338], [4.5817, 0.3599, 3.4929], [2.1123, -5.5347, 3.6243], [1.8040, -4.6265, 3.6515], [2.8709, -5.6367, 3.0421], [-1.0828, 4.8936, 0.7453], [-1.1740, 4.9101, 1.7127], [-0.8723, 3.9886, 0.4930], [1.4142, -0.5220, 1.1613], [2.1620, -0.3254, 1.7434], [0.9583, -0.9530, 1.9056], [-3.9948, -3.0913, 2.2989], [-4.1436, -3.0502, 1.3592], [-3.5173, -3.7360, 2.7953], [1.3076, 2.8403, 0.8486], [2.2652, 2.9461, 0.6914], [1.0391, 2.4728, -0.0283], [4.6555, 2.1815, 2.4993], [5.1000, 2.7215, 1.8405], [4.3331, 2.8313, 3.1319], [-5.3221, 1.7423, 1.1681], [-6.0097, 1.4675, 1.7811], [-4.5852, 1.1404, 1.3444]]}

=====

{"formula": "H80O40", "method": "ωB97M-V with the def2-TZVPD basis set", "homo_lumo_gap_ev": 10.4, "total_charge": 0, "molar_mass_g_mol": 720.600, "energy_ev": -83196.77753, "species": ["H", "H", "O", "H", "H", "O", "H", "H", "O", "H", "H", "O", "H", "H", "O", "H", "O", "H", "O", "H", "H", "O", "H", "H", "O", "H", "H", "O", "H", "H", "O", "H", "O", "H", "H", "O", "H", "H", "O", "H", "H", "O", "H", "H", "O", "H", "H", "O", "H", "H", "O", "H", "O", "H", "H", "O", "H", "O", "H", "H", "O", "H", "H", "O", "H", "H", "O", "H", "H", "O", "H", "H", "O", "H", "H", "O", "H", "H", "O", "H", "H", "O", "H", "H", "O", "H", "H", "O", "H", "O", "H", "H", "O", "H", "H", "H", "H", "H", "H", "O", "H", "H", "O", "H", "H", "O", "H", "H", "O", "H", "H", "O", "H", "H", "O", "H", "H", "O", "H", "H"], "positions_angstrom": [[-5.0895, -1.6587, 2.0339], [-5.4173, -1.7481, 3.4934], [-5.1129, -1.1257, 2.8307], [-2.7404, 4.8727, 2.4979], [-4.0181, 4.3773, 3.0633], [-3.5754, 4.5255, 2.1983], [1.3638, -3.8092, -2.5323], [2.4466, -2.7838, -2.1438], [1.6871, -2.9050, -2.6608], [-2.4362, 1.6075, 3.7194], [-3.5247, 1.9525, 4.8485], [-2.9708, 1.2347, 4.4727], [-1.4344, 3.8723, -2.1629], [-2.8772, 3.5079, -1.6189], [-2.0336, 4.0408, -1.4355], [3.6730, 1.1666, 1.6840], [4.1164, 2.0512, 1.7473], [-0.0992, -3.0769, 1.3776], [0.4213, -2.6813, 2.1096], [-1.1314, -5.3841, -4.3199], [-1.0291, -4.8149, -2.8264], [-0.8834, -5.6285, -3.4121], [2.0130, 2.9823, 2.9156], [0.8429, 2.4884, 2.3171], [1.5353, 2.1411, 2.8926], [-0.0780, -2.5947, -3.3357], [-0.9842, -1.5116, -3.4352], [-1.0126, -2.5289, -3.2349], [-4.7910, -1.4497, -0.6401], [-4.1691, 0.1267, -0.5540], [-4.1633, -0.7915, -0.9314], [-3.1284, -0.1645, -4.8966], [-2.8714, 0.6980, -4.5701], [-0.8514, 4.2287, 2.2980], [-0.4813, 5.5774, 2.8581], [-1.0586, 4.8289, 3.0640], [-2.3805, -0.7392, 3.1083], [-1.5060, -0.5875, 4.1857], [-1.4939, -1.0584, 3.3218], [2.1278, -0.6623, 0.9240], [2.7419, -0.0607, -0.3542], [2.8610, -0.0656, 0.6521], [5.0532, 2.1224, -3.2577], [5.9804, 1.4489, -2.2108], [5.4489, 1.2299, -3.0877], [-2.5749, 0.0630, 1.0460], [-1.2687, 0.6564, 1.3824], [-2.1828, 0.9250, 1.3828], [2.9150, 4.6120, 2.1830], [1.9297, 4.6936, 3.4174], [2.9072, 4.5145, 3.2364], [-2.4519, -2.5109, 1.8978], [-3.2353, -2.4758, 1.3228], [1.6425, 6.1695, -1.3438], [0.5714, 5.4303, -2.2131], [0.7993, 5.6690, -1.3313], [2.9050, -0.7221, 4.4067], [2.3408, -1.4710, 4.7346], [1.8840, -1.5898, -4.4265], [3.5261, -2.1178, -4.4119], [2.8255, -1.5121, -4.7310], [1.7315, -6.0489, -1.3166], [2.4534, -5.1386, -0.5272], [2.4645, -5.4430, -1.4582], [5.0452, -3.6064, -0.9887], [5.6513, -2.5775, -2.0001], [5.2792, -3.4418, -1.8929], [0.8165, 4.2574, 0.1884], [1.7044, 3.3802, 0.9992], [1.3481, 4.3060, 1.0234], [1.9096, 1.1791, -5.4629], [1.9602, 0.5728, -4.2495], [1.2624, 1.0815, -4.6687], [-3.0127, 1.9411, -1.2767], [-4.1604, 2.0027, -2.3166], [-3.4760, 1.4183, -1.9709], [1.3878, -4.2687, 1.9892], [1.8614, -5.7624, 2.0577], [1.5699, -5.0746, 1.4271], [-1.7922, 3.6296, 0.3838], [-1.6596, 2.8674, 1.8252], [-1.2865, 3.0574, 0.9755], [-4.7346, 4.5525, -1.4221], [-5.2285, 3.2315, -0.5737], [-4.6893, 3.6234, -1.2536], [3.5651, 0.7484, -2.2293], [3.6271, 1.5101, -0.8240], [3.0491, 1.3490, -1.5719], [3.9327, -3.1157, 1.6989], [3.8760, -3.0836, 0.7728], [-2.9825, -3.5475, -0.5132], [-2.1726, -2.9606, -1.6859], [-2.2673, -3.7119, -1.0759], [-2.8081, -2.3065, 0.4535], [3.6956, 2.3320, 2.6225], [1.8790, -1.7302, 3.9634], [-0.2716, -2.3351, 2.7019], [-3.4429, 1.4754, -4.5775], [3.4447, -3.9470, 0.5828], [-0.3818, -5.0746, 4.1196], [-0.1173, -4.1305, 4.3023], [-0.4070, -5.2933, 3.1892], [-4.9368, 1.6915, 2.1307], [-4.6431, 1.9831, 2.9942], [-5.3940, 0.8320, 2.2265], [-0.7731, -1.5281, -0.2137], [-0.4533, -1.6395, -1.1678], [-0.2231, -0.9322, 0.2429], [-0.2445, -6.7548, 0.5603], [-1.1141, -6.5047, 0.2380], [0.0765, -6.3706, 1.3361], [0.9676, 3.4725, -2.9433], [1.4890, 2.8002, -2.4411], [1.3982, 3.8177, -3.7413], [5.2770, 3.1384, -0.4194], [4.8666, 2.7367, 0.4191], [4.5876, 3.8147, -0.3326], [-0.1839, -0.3347, -2.5514], [-0.0098, 0.1858, -3.3479], [-0.8127, 0.0905, -1.9542]]}

=====

{"formula": "H80O40", "method": "ωB97M-V with the def2-TZVPD basis set", "homo_lumo_gap_ev": 9.3, "total_charge": 0, "molar_mass_g_mol": 720.600, "energy_ev": -83189.66678, "species": ["H", "H", "O", "H", "H", "O", "H", "H", "O", "H", "H", "O", "H", "H", "O", "H", "O", "H", "O", "H", "H", "O", "H", "H", "O", "H", "H", "O", "H", "H", "O", "H", "O", "H", "H", "O", "H", "H", "O", "H", "H", "O", "H", "H", "O", "H", "H", "O", "H", "H", "O", "H", "O", "H", "H", "O", "H", "O", "H", "H", "O", "H", "H", "O", "H", "H", "O", "H", "H", "O", "H", "H", "O", "H", "H", "O", "H", "H", "O", "H", "H", "O", "H", "H", "O", "H", "H", "O", "H", "O", "H", "H", "O", "H", "H", "H", "H", "H", "H", "O", "H", "H", "O", "H", "H", "O", "H", "H", "O", "H", "H", "O", "H", "H", "O", "H", "H", "O", "H", "H"], "positions_angstrom": [[-2.7810, 2.7809, -0.5339], [-3.8565, 2.5494, -1.7392], [-3.3522, 3.2056, -1.1677], [-0.8933, -2.6830, -6.3508], [-0.5949, -1.7011, -5.1819], [-0.9308, -2.5716, -5.5058], [5.2586, 0.7311, 2.7712], [5.6253, -0.1415, 1.6411], [5.5258, 0.8049, 1.7239], [2.1311, -1.7500, 1.6419], [0.9754, -1.3130, 2.4708], [1.6311, -1.9761, 2.4517], [-0.8396, 2.8069, -1.1449], [0.5078, 2.2580, -1.6722], [0.0193, 2.9092, -1.2987], [-5.8478, -2.2677, 0.6734], [-5.4839, -2.7030, -0.0249], [-4.7776, -0.0218, -0.6920], [-5.2872, -0.7081, -1.3085], [-2.0874, -0.9230, -1.3194], [-3.0344, -2.0719, -1.0878], [-2.4731, -1.7654, -1.7194], [-1.6775, 1.4084, -5.5915], [-2.9051, 0.9275, -5.1945], [-2.5317, 1.3090, -5.9373], [2.0098, -1.7345, -2.4318], [1.5720, -0.6129, -1.4149], [2.3166, -0.9207, -1.8089], [3.1478, -1.5037, 4.0521], [2.9654, -0.0400, 4.3716], [3.1734, -0.8896, 4.7168], [4.4060, -3.4402, -0.5985], [3.9402, -3.0422, 0.1114], [1.7120, 3.3280, 2.0000], [2.8482, 3.8744, 1.3511], [2.5406, 3.6769, 2.2987], [3.1593, 2.5372, -3.7687], [3.1835, 2.6882, -5.2546], [3.1692, 3.2725, -4.4753], [2.9736, 1.7900, 5.5225], [2.9514, 2.3646, 3.9272], [3.0242, 1.7547, 4.5794], [-1.0657, -1.3534, -3.5646], [0.1609, -1.8886, -3.1542], [-0.1938, -1.1762, -3.4326], [-1.6310, -2.9653, -1.2689], [-0.4564, -3.4734, -0.2676], [-1.0873, -3.7147, -0.9285], [5.2837, 1.8018, -0.3686], [4.3624, 2.9408, -0.9765], [5.0861, 2.3145, -1.1181], [-2.2969, 1.0336, 0.7433], [-3.0021, 1.2623, 0.2438], [2.7305, -4.0050, -2.9559], [1.3016, -3.8733, -3.3371], [1.9059, -3.4576, -2.7580], [-0.6254, 4.0621, 1.1286], [-0.7621, 3.3641, 1.8047], [-0.5968, 0.3451, 3.4545], [-0.7010, -1.1889, 3.6553], [-0.3947, -0.6052, 3.0419], [5.9760, -0.7728, -2.0100], [6.4495, -1.7267, -1.0577], [6.7293, -1.1398, -1.7109], [-2.3814, -3.8427, 4.8509], [-1.5625, -4.8480, 4.2861], [-2.4848, -4.6585, 4.4668], [-5.5778, 1.2556, -3.0320], [-4.3289, 0.0934, -2.9319], [-4.6302, 1.0107, -2.6155], [2.0424, -4.6417, 0.0409], [1.5452, -4.1112, 1.2904], [1.9831, -4.8118, 0.8805], [2.2591, 3.4601, -1.6464], [3.3655, 4.2530, -2.0432], [2.8887, 4.0639, -1.1363], [4.2591, -4.4953, -1.4565], [4.8378, -3.3653, -2.3809], [4.4050, -4.2998, -2.3209], [-3.3031, -3.4909, 2.2584], [-3.0234, -2.1323, 2.9098], [-2.6207, -2.7146, 2.2622], [3.0671, 0.5000, -2.5035], [3.8596, 1.7132, -2.1114], [3.3095, 1.3193, -2.7992], [1.2881, 1.3134, 3.3534], [0.1813, 1.9415, 2.3543], [0.9176, 1.4122, 2.4193], [-4.1016, 3.7301, 0.4676], [-4.6717, 3.3517, 1.2209], [-2.4904, 1.9145, -3.0951], [-2.0973, 0.4494, -3.0099], [-1.8799, 1.3284, -3.4733], [-3.3076, 0.6482, -0.3874], [-6.0656, -3.3007, -0.6110], [-1.3438, 3.6668, 2.4306], [-6.2822, -0.5346, -1.1004], [3.9456, -3.6046, 0.9417], [-3.8966, 2.9064, 1.5455], [-2.2640, -0.3168, 5.4015], [-1.4876, -0.8943, 5.4791], [-2.4768, 0.1423, 6.1164], [-0.0221, 0.2610, 0.3693], [0.8412, 0.7467, 0.2581], [0.1028, 0.0625, 1.2501], [-0.1097, 5.5914, -0.7595], [-0.8438, 5.0478, -0.6344], [0.5113, 4.9069, -1.0496], [-5.1674, -0.7741, 3.5006], [-5.0967, -0.7137, 4.4925], [-5.4195, 0.1704, 3.3317], [-2.0941, 1.4701, 3.4084], [-2.8444, 1.8815, 3.0768], [-2.4917, 1.1104, 4.2053], [0.7007, 2.2370, -4.2167], [1.0161, 1.9330, -3.3172], [1.5470, 2.6921, -4.5829], [-0.3886, -3.2727, 3.7157], [0.3717, -2.6636, 3.3285], [-1.0758, -3.0777, 3.0578]]}